[1]
Entry from the OMol25 dataset: a structure of composition C17H18BN7O4V at a distorted geometry (ωB97M-V with the def2-TZVPD basis set).

2S+1: 4
Energy relative to the best compared isomer or geometry (same formula, charge and spin) (eV): 5.072
LUMO energy (alpha / beta) (eV): -0.7 / -0.7
Charge: 0
HOMO level (alpha / beta) (Ha): -0.241 / -0.312

XYZ file:
```
48
Properties=species:S:1:pos:R:3:forces:R:3:lowdin_spin:R:1
H -0.4308 -2.4330 -1.5173 -0.05 0.05 -0.37 0.00
N 0.6823 -0.7368 -1.8448 -0.33 0.10 -2.26 0.05
B 2.0157 1.2901 -2.9288 -0.04 -0.04 1.62 0.00
N 1.1900 -0.0572 -3.0087 -0.51 -1.08 0.53 0.02
C 0.7718 -0.7550 -4.0954 0.06 -0.08 1.88 0.02
V 1.2001 0.5281 0.1216 -5.16 -0.78 1.54 2.46
H 1.0597 -0.4549 -5.0978 -0.10 0.08 0.34 0.00
C 0.0286 -1.8526 -3.6515 -0.28 -0.28 -1.07 0.00
H -0.4315 -2.6379 -4.2314 0.09 0.23 -0.14 0.00
C -0.0162 -1.7868 -2.2877 0.32 0.07 0.85 0.01
H 2.4877 1.7098 -3.9573 -0.48 -0.34 0.04 0.00
C 1.4795 1.6026 1.6957 0.81 0.32 2.74 -0.01
H 1.2084 0.8531 2.5014 0.27 0.64 -0.30 0.01
H 0.6502 2.3401 1.6958 0.80 -0.06 0.36 0.00
H 2.5055 2.0074 1.9452 -1.23 0.02 -0.16 0.01
N 3.1617 0.9491 -1.9415 -0.07 -0.30 1.82 0.04
N 1.0447 2.3055 -2.2347 -0.44 0.10 1.42 0.02
N 2.8463 0.4560 -0.6186 7.53 0.94 -2.94 0.00
N 0.5740 2.0522 -0.9403 -0.40 1.84 -2.04 -0.01
C 4.5033 1.1170 -2.0637 -1.54 -0.45 0.05 0.07
C 0.5170 3.4572 -2.6585 -0.68 0.26 0.54 0.03
H 4.8729 1.4957 -3.0008 0.25 -0.02 0.04 0.01
H 0.7560 3.8276 -3.6421 -0.03 0.08 0.02 0.00
C 5.1108 0.7027 -0.9050 1.00 -0.18 0.58 0.01
C -0.3348 3.9733 -1.6620 0.68 -0.45 -0.85 0.00
C 4.0993 0.3069 -0.0218 -1.85 0.84 -2.22 0.09
C -0.2684 3.0638 -0.6135 0.88 -0.79 -0.46 0.03
H 6.1928 0.6836 -0.7248 -0.72 0.04 -0.01 0.00
H -0.9189 4.8661 -1.7167 -0.10 0.25 -0.01 0.00
H 4.1439 0.0402 1.0009 0.10 -0.36 0.69 0.01
H -0.7445 3.0962 0.3688 0.19 -0.15 -0.56 0.00
H 0.7778 -0.8437 -0.7438 0.13 -0.94 -1.25 0.06
O -0.0807 -1.8731 0.8657 -1.31 1.00 0.24 0.05
C -1.0402 -1.0557 1.1306 0.93 0.05 -0.45 0.01
O -1.0277 0.1472 0.7315 0.20 -0.63 0.37 0.01
C -2.2232 -1.5188 2.0025 -0.04 -0.29 -0.01 0.00
C -3.1988 -0.6171 2.4861 0.57 0.08 -0.34 0.00
C -4.1581 -1.0358 3.3953 -0.36 -0.56 0.36 0.00
C -4.1958 -2.3839 3.8063 1.50 0.84 -1.31 0.00
C -3.2648 -3.2937 3.2936 -0.29 0.09 0.05 0.00
C -2.3035 -2.8707 2.3793 -0.13 0.61 0.17 0.00
N -5.1570 -2.8230 4.7664 -2.25 -1.09 2.30 0.00
O -5.9732 -1.9960 5.2343 1.65 -1.35 -1.05 0.00
O -5.1514 -4.0278 5.1156 0.14 2.28 -0.81 0.00
H -3.1877 0.4307 2.1488 0.15 -0.63 0.24 0.00
H -4.8829 -0.3454 3.8227 0.17 -0.15 -0.21 0.00
H -3.2965 -4.3225 3.6295 -0.05 0.08 -0.08 0.00
H -1.5933 -3.5805 1.9709 0.03 0.15 0.11 0.00
```
Forces are in eV/Å.

***

[2]
Entry from the OMol25 dataset: a cluster of 4 separate species, C17H18Br8F12N2 in total at a distorted geometry (ωB97M-V with the def2-TZVPD basis set).

2S+1: 1
LUMO energy (eV): -1.1
Charge: 0
HOMO level (Ha): -0.292

XYZ file:
```
57
Properties=species:S:1:pos:R:3:forces:R:3:mulliken_charge:R:1
N -0.4098 3.2377 1.0429 -9.16 -1.15 8.81 -0.48
C -1.3493 3.1032 1.9556 6.64 1.68 -5.90 -0.03
C -2.4787 3.0723 3.1896 1.42 0.35 -1.44 0.17
C -3.1666 1.5904 3.1276 1.37 -1.12 -0.39 -0.04
C -3.2197 1.1483 1.5380 -4.12 -0.09 -6.35 -0.21
N -3.2430 0.7320 0.2884 -6.05 5.93 9.26 -0.50
C -4.5761 1.4231 3.9358 -0.28 -2.25 1.38 0.74
F -5.1181 0.0625 3.5637 1.47 4.54 1.06 -0.28
F -4.3766 1.3453 5.4318 -0.37 0.47 -4.89 -0.30
C -5.6852 2.6005 3.6915 -1.83 -0.25 2.72 0.50
F -6.9458 2.1279 4.3790 3.90 1.57 -2.39 -0.30
F -5.2867 3.8374 4.4384 -1.01 -3.90 -2.91 -0.26
C -6.1055 2.8623 2.1300 -0.80 0.01 -2.91 0.60
F -5.1405 3.6618 1.3411 -2.60 -2.62 2.94 -0.27
F -6.3518 1.5800 1.3690 1.17 4.20 2.92 -0.24
C -7.5601 3.6816 2.0219 -1.95 1.23 -1.07 0.57
F -7.5631 4.3952 0.7035 -0.29 -2.63 4.67 -0.23
F -8.7061 2.6984 2.0582 4.17 3.90 -0.04 -0.22
F -7.7255 4.7222 3.0613 0.51 -3.87 -3.56 -0.22
C -1.6493 3.4113 4.5600 2.45 1.31 1.38 0.81
F -0.2084 3.6910 4.2008 -4.80 -0.98 1.52 -0.27
F -2.1419 4.7099 5.1555 1.51 -4.79 -1.75 -0.26
F -1.6088 2.3239 5.5634 -0.41 3.91 -3.34 -0.23
H -3.1939 3.9723 2.9729 1.29 -1.84 0.50 0.35
H -2.3950 0.8350 3.6375 -1.79 1.49 -1.00 0.63
Br -0.3677 -2.5548 -1.3960 -0.11 0.10 -0.03 -0.16
C 0.6450 -1.5687 -0.0521 0.59 -0.51 0.31 -0.72
C -0.2082 -1.2557 1.1549 1.46 0.21 -0.32 -0.74
Br -1.4292 0.2220 0.7927 7.55 -4.87 1.10 0.01
H 1.0457 -0.6782 -0.5436 -0.13 -0.18 0.13 0.39
H 1.4718 -2.2302 0.2219 -0.08 0.08 -0.21 0.39
H 0.4127 -0.9131 1.9874 0.18 -0.17 -0.07 0.40
H -0.8186 -2.1001 1.4864 0.09 0.21 -0.19 0.40
Br 3.0610 -2.6829 -3.2123 -0.13 -0.17 -0.03 -0.06
C 1.8669 -3.1573 -4.6797 0.18 -0.17 0.05 -0.47
C 1.9018 -2.1143 -5.7722 -0.24 0.07 -0.15 -0.65
Br 0.8785 -0.5312 -5.2700 0.17 -0.04 0.00 -0.13
H 0.8728 -3.3021 -4.2487 0.21 0.15 -0.11 0.27
H 2.2405 -4.1161 -5.0506 -0.06 0.20 0.00 0.33
H 1.4179 -2.4892 -6.6785 0.09 0.00 0.19 0.37
H 2.9121 -1.7764 -6.0184 -0.22 -0.15 0.14 0.36
Br 5.4860 3.2828 -3.4504 0.09 -0.08 0.02 -0.15
C 5.7353 1.3845 -3.8223 -0.05 0.16 -0.18 -0.63
C 4.6473 0.5543 -3.1824 0.11 -0.21 -0.01 -0.31
Br 4.9447 0.3578 -1.2644 -0.10 0.00 -0.08 -0.15
H 6.7401 1.1214 -3.4813 -0.30 0.01 -0.01 0.38
H 5.6928 1.3010 -4.9121 -0.05 -0.04 0.20 0.37
H 4.6582 -0.4656 -3.5771 0.05 0.25 0.05 0.05
H 3.6470 0.9772 -3.3085 0.28 -0.05 -0.01 0.39
Br 6.3860 -3.2927 -1.4606 0.10 -0.06 0.05 -0.11
C 6.6353 -5.1910 -1.8325 -0.05 0.19 -0.24 -0.58
C 5.5473 -6.0213 -1.1926 0.03 -0.27 0.08 -0.49
Br 5.8447 -6.2178 0.7254 -0.09 0.06 -0.10 -0.13
H 7.6401 -5.4542 -1.4915 -0.31 0.00 -0.01 0.38
H 6.5928 -5.2745 -2.9223 -0.05 -0.04 0.20 0.32
H 5.5582 -7.0411 -1.5873 0.04 0.20 0.02 0.35
H 4.5470 -5.5983 -1.3187 0.30 0.01 -0.01 0.26
```
Forces are in eV/Å.

***

[3]
Entry from the OMol25 dataset: a structure of composition C17H18ClCoN4S4 (ωB97M-V with the def2-TZVPD basis set).

2S+1: 4
LUMO energy (alpha / beta) (eV): 2.7 / 1.7
Charge: -1
HOMO level (alpha / beta) (Ha): -0.090 / -0.151

XYZ file:
```
45
Properties=species:S:1:pos:R:3:forces:R:3:lowdin_spin:R:1
Co 0.0440 -0.4154 0.5479 0.04 -0.19 0.24 1.05
C 1.5262 -5.9581 0.8552 0.08 0.04 0.05 0.01
S 1.6203 -4.8659 -0.5726 -0.03 0.06 -0.02 0.01
C 0.6156 -3.4754 -0.0558 -0.30 -0.07 -0.03 0.05
S 0.4590 -3.0113 1.6011 0.10 0.04 -0.25 0.13
N 0.0538 -2.9032 -1.0834 0.17 0.24 0.45 0.01
N -0.5817 -1.7309 -0.7062 -0.02 -0.02 -0.47 0.26
C -1.7918 -1.5039 -1.1999 0.14 -0.07 0.23 0.08
C -2.5156 -0.5027 -0.5419 -0.12 0.13 0.05 0.13
C -3.7947 -0.0183 -0.9314 0.13 -0.07 0.02 0.03
C -4.4071 0.9541 -0.2020 -0.03 0.08 0.09 0.07
C -3.7588 1.4769 0.9519 -0.08 -0.04 -0.11 0.09
C -2.5252 0.9768 1.2820 0.09 -0.15 -0.01 0.02
N -1.8878 0.0212 0.5879 -0.07 0.10 -0.17 0.13
H 2.4046 -6.6036 0.8307 -0.03 0.00 -0.02 0.00
H 0.6226 -6.5660 0.8288 0.00 0.02 0.04 0.00
H 1.5439 -5.3504 1.7596 -0.01 -0.04 -0.01 0.00
H -2.2042 -2.1372 -1.9779 -0.02 0.01 0.03 0.00
H -4.2577 -0.4363 -1.8180 0.01 0.02 0.02 0.00
H -5.3815 1.3259 -0.4972 0.01 0.00 0.01 0.00
H -4.2161 2.2380 1.5686 -0.01 -0.02 -0.01 0.01
H -1.9998 1.3503 2.1543 0.00 0.00 -0.02 0.00
C 4.5306 0.5598 0.8883 -0.06 -0.01 -0.02 0.00
C 3.0280 0.4374 1.0323 0.06 0.11 0.19 0.10
S 2.2345 -0.6606 0.0408 -0.04 -0.14 -0.07 0.31
C 2.3316 1.1769 1.9857 0.17 0.03 0.02 0.18
C 3.0392 2.1383 2.9094 -0.05 -0.02 -0.02 0.02
S 0.6534 1.0141 2.1928 0.05 -0.02 -0.07 0.21
H 4.8875 -0.1298 0.1259 -0.02 0.00 0.00 0.00
H 5.0483 0.3280 1.8231 -0.04 -0.01 -0.01 0.00
H 4.8207 1.5725 0.5936 -0.02 -0.02 0.01 0.00
H 4.1166 2.1541 2.7522 -0.03 0.00 0.01 0.00
H 2.8466 1.8685 3.9503 0.00 0.01 -0.02 0.00
H 2.6574 3.1523 2.7671 0.00 -0.02 0.00 0.01
Cl -1.1611 0.9105 -4.8862 0.01 0.06 0.11 0.00
C -0.9423 1.5812 -3.2928 0.05 -0.10 -0.07 0.00
C -1.5287 2.7810 -2.9495 -0.09 0.03 -0.17 0.01
C -1.3247 3.2592 -1.6674 0.06 0.03 0.19 0.00
C -0.5641 2.5049 -0.7890 -0.03 0.05 0.01 0.01
N -0.0167 1.3383 -1.1245 -0.09 0.09 0.07 0.05
C -0.1922 0.8843 -2.3567 0.05 -0.12 -0.21 0.01
H -2.1328 3.3201 -3.6679 0.01 -0.01 0.01 0.00
H -1.7683 4.1914 -1.3431 0.02 -0.02 -0.01 0.00
H -0.3984 2.8208 0.2354 -0.03 -0.01 -0.02 0.01
H 0.2670 -0.0680 -2.6015 -0.04 0.04 0.01 0.00
```
Forces are in eV/Å.

***

[4]
Entry from the OMol25 dataset: the molecule C17H18ClN3O3 (ωB97M-V with the def2-TZVPD basis set).

2S+1: 1
Energy relative to the best compared isomer or geometry (same formula, charge and spin) (eV): 0.704
LUMO energy (eV): 0.7
Charge: 0
HOMO level (Ha): -0.316

XYZ file:
```
42
Properties=species:S:1:pos:R:3:forces:R:3:mulliken_charge:R:1
C -0.1024 4.6238 0.2945 0.02 -0.02 -0.04 -1.44
C -0.0122 3.7161 -0.8936 -0.08 -0.08 -0.15 1.02
C -1.0202 3.7123 -1.8488 -0.03 0.02 -0.01 -0.85
C -0.9590 2.8620 -2.9350 -0.01 -0.02 0.02 -0.84
C 0.1098 1.9969 -3.0821 0.20 -0.20 -0.09 -0.93
C 1.1258 1.9943 -2.1379 -0.15 0.32 0.07 0.53
O 2.2434 1.1778 -2.2321 -0.14 0.31 0.14 -0.54
C 2.0811 -0.1164 -2.7482 0.02 -0.32 -0.22 -0.66
C 1.2386 -1.0280 -1.8585 -0.05 0.25 0.15 0.76
O 0.8434 -2.1255 -2.2036 -0.03 -0.23 -0.13 -0.69
N 0.9658 -0.5050 -0.6515 0.08 0.29 0.77 -0.02
N 0.2404 -1.2381 0.2895 0.03 -0.26 -0.65 -0.41
C 0.3726 -0.8574 1.5936 0.01 0.01 -0.21 0.27
O 0.9435 0.1710 1.9071 0.18 0.22 0.04 -0.67
N -0.1937 -1.6751 2.5377 0.09 0.17 0.48 -0.09
C -0.9639 -2.8308 2.4088 -0.26 -0.44 -0.13 0.58
C -0.8751 -3.8016 3.4070 0.05 0.08 -0.07 -0.78
C -1.6297 -4.9555 3.3271 -0.03 0.11 -0.03 -0.46
C -2.4879 -5.1668 2.2612 -0.09 0.02 -0.11 -0.58
C -2.5931 -4.1874 1.2870 0.21 -0.05 0.25 0.20
Cl -3.6842 -4.4079 -0.0323 -0.12 -0.03 -0.14 -0.22
C -1.8487 -3.0207 1.3498 -0.01 0.00 0.05 -0.42
C 1.0770 2.8566 -1.0356 0.17 -0.21 -0.20 1.37
C 2.1684 2.8243 -0.0068 0.02 0.00 -0.05 -1.81
H 0.7123 5.3475 0.2883 0.05 0.08 0.08 0.32
H -0.0306 4.0502 1.2172 0.01 0.03 0.13 0.30
H -1.0439 5.1669 0.2919 -0.04 0.04 0.03 0.40
H -1.8626 4.3790 -1.7362 -0.08 0.07 0.03 0.35
H -1.7472 2.8649 -3.6728 -0.06 -0.01 -0.06 0.39
H 0.1438 1.3343 -3.9324 0.02 -0.07 -0.08 0.33
H 1.6587 -0.1316 -3.7593 0.02 -0.04 0.17 0.26
H 3.0898 -0.5391 -2.8055 -0.19 0.00 -0.02 0.34
H 1.3807 0.3407 -0.2735 -0.08 -0.21 -0.13 0.33
H 0.0895 -2.1969 -0.0059 0.07 0.10 0.07 0.47
H 0.0619 -1.4147 3.4809 0.02 0.08 -0.23 0.24
H -0.2084 -3.6453 4.2418 0.11 0.01 0.07 0.36
H -1.5477 -5.7024 4.1015 0.01 -0.07 0.07 0.37
H -3.0743 -6.0680 2.1912 -0.07 -0.08 -0.04 0.43
H -1.9893 -2.2583 0.6015 -0.03 0.05 -0.07 0.60
H 1.8106 2.3518 0.9101 0.06 -0.02 0.09 0.35
H 2.4920 3.8322 0.2434 0.06 0.07 0.06 0.49
H 3.0249 2.2698 -0.3796 0.06 0.01 0.11 0.39
```
Forces are in eV/Å.

***

[5]
Entry from the OMol25 dataset: the molecule C17H18ClN3O5S at a distorted geometry (ωB97M-V with the def2-TZVPD basis set).

2S+1: 1
Energy relative to the best compared isomer or geometry (same formula, charge and spin) (eV): 1.390
LUMO energy (eV): 0.3
Charge: 0
HOMO level (Ha): -0.322

XYZ file:
```
45
Properties=species:S:1:pos:R:3:forces:R:3:mulliken_charge:R:1
C -1.1559 -1.6688 2.4886 0.26 -0.05 0.26 -0.67
O -2.0000 -1.5598 1.3558 -0.29 0.14 -0.32 -0.51
C -2.4506 -0.3214 0.9887 -0.19 0.15 -0.07 0.61
C -1.9853 0.8621 1.5549 0.07 -0.33 0.03 -0.13
C -2.4703 2.0857 1.1331 -0.21 -0.03 -0.18 -0.77
C -3.4493 2.1358 0.1554 0.15 -0.21 0.14 0.11
Cl -4.0696 3.6589 -0.3649 -0.10 0.26 -0.09 -0.24
C -3.9353 0.9694 -0.4091 0.14 -0.07 0.09 -0.88
C -3.4286 -0.2630 -0.0183 0.12 0.15 0.24 0.87
C -4.0325 -1.4612 -0.6857 0.18 0.04 0.04 -0.08
O -5.2261 -1.6473 -0.7455 -0.18 0.07 -0.01 -0.64
N -3.1633 -2.3435 -1.2553 0.44 -0.47 -0.54 -0.40
N -1.7939 -2.1578 -1.3157 -0.41 0.00 0.65 -0.02
C -1.1389 -1.7049 -2.4211 -0.07 -0.06 -0.01 0.00
O -1.6204 -1.6593 -3.5277 0.00 0.04 -0.19 -0.63
C 0.2684 -1.3141 -2.0812 0.20 0.24 0.12 0.24
C 1.3517 -1.7584 -2.8300 -0.10 0.02 0.03 -0.52
C 2.6420 -1.4105 -2.4631 -0.06 -0.02 0.02 -0.83
C 2.8646 -0.6163 -1.3472 0.11 0.03 -0.03 -0.36
C 1.7789 -0.1388 -0.6392 0.23 0.36 0.37 0.13
S 1.9339 0.8100 0.8738 0.34 -0.31 -0.17 1.40
O 1.8249 -0.1282 1.9591 0.36 0.00 0.08 -0.79
O 0.9783 1.8817 0.8477 0.14 0.14 -0.23 -0.67
N 3.5153 1.3704 0.7973 -1.08 -0.54 -0.08 0.09
C 3.6229 2.5255 -0.0651 -0.03 0.35 -0.29 -1.01
C 4.1831 1.4984 2.0739 0.00 -0.16 0.45 -0.99
C 0.4892 -0.4742 -0.9947 -0.13 -0.02 -0.13 -0.25
H -1.6329 -1.2404 3.3730 -0.01 0.00 -0.02 0.39
H -1.0167 -2.7384 2.6379 0.02 0.08 0.03 0.29
H -0.1838 -1.1934 2.3245 -0.14 -0.04 0.01 0.15
H -1.2147 0.8441 2.3072 0.08 -0.03 0.09 0.40
H -2.0800 2.9924 1.5649 0.03 0.12 0.02 0.44
H -4.7077 1.0001 -1.1614 -0.08 0.02 -0.06 0.49
H -3.5586 -3.0905 -1.8151 0.11 0.13 0.18 0.27
H -1.3326 -2.1718 -0.4114 -0.13 -0.09 -0.23 0.41
H 1.1729 -2.3851 -3.6904 -0.02 -0.05 -0.10 0.48
H 3.4797 -1.7693 -3.0414 0.07 -0.03 -0.03 0.42
H 3.8623 -0.3602 -1.0288 0.12 0.01 -0.01 0.52
H 3.0693 2.3213 -0.9792 0.09 0.17 -0.16 0.34
H 3.2050 3.4234 0.4019 0.03 0.00 -0.04 0.32
H 4.6721 2.6954 -0.3054 -0.01 -0.04 -0.03 0.37
H 3.9070 2.4223 2.5935 0.03 -0.01 0.00 0.31
H 5.2617 1.4828 1.9152 -0.04 0.00 -0.02 0.31
H 3.8897 0.6453 2.6804 0.20 0.06 0.16 0.37
H -0.3261 -0.0485 -0.4298 -0.24 -0.02 0.02 0.64
```
Forces are in eV/Å.

***

What did we get for E_tot? Answer: -2311.59257 -22558.06133 -4313.39896 -1508.81427 -2057.44361 hartree, in the order shown.